1.
Computed, not measured: an isolated molecule of C21H29ClN4O, with the ωB97M-V functional and the def2-TZVPD basis.

CARTESIAN COORDINATES (ANGSTROEM)
C -1.79785 5.79469 -1.97620
H -0.93370 6.04479 -2.58837
H -2.55712 5.35495 -2.61976
H -2.19705 6.71428 -1.55503
C -1.41368 4.82167 -0.86514
C -2.61533 4.50219 0.01846
H -2.97878 5.40059 0.51197
H -3.42515 4.08555 -0.57702
H -2.32999 3.77591 0.77413
C -0.84962 3.52665 -1.46936
N -0.40353 2.59835 -0.43533
C -1.00119 1.28475 -0.60409
C -0.67626 0.38240 0.57654
N 0.76065 0.23009 0.66372
C 1.35269 1.53480 0.86991
H 2.43316 1.41785 0.95842
C 1.04613 2.46859 -0.30534
C 1.72297 3.82381 -0.06548
H 1.36344 4.23502 0.88125
H 1.44384 4.51533 -0.85899
C 3.25438 3.75907 -0.04727
O 3.80780 3.23311 1.13600
H 3.50663 3.76568 1.88061
H 3.65139 4.77055 -0.21999
H 3.61462 3.11021 -0.84907
H 1.47415 2.01817 -1.22291
H 0.96950 2.00293 1.79542
C 1.15086 -0.72042 1.68789
C 0.75957 -2.11228 1.29770
C 0.21767 -3.03204 2.18895
N -0.11578 -4.25812 1.83554
C 0.07857 -4.60808 0.56542
N 0.58391 -3.80193 -0.36936
C 0.91699 -2.58114 -0.00636
H 1.31824 -1.93749 -0.77811
C -0.29123 -5.96696 0.16711
C -0.11003 -6.38753 -1.14971
C -0.45746 -7.66839 -1.52942
C -0.99023 -8.53607 -0.58700
C -1.17741 -8.13514 0.72798
C -0.82740 -6.85292 1.10055
H -0.96301 -6.51748 2.11643
H -1.59298 -8.82405 1.44680
Cl -1.42734 -10.13957 -1.05783
H -0.31894 -7.99830 -2.54725
H 0.30596 -5.69424 -1.86328
H 0.04336 -2.77691 3.22832
H 2.24172 -0.67728 1.78380
H 0.71609 -0.47555 2.67550
H -1.13615 -0.59716 0.42365
H -1.09012 0.82482 1.50130
H -2.08441 1.40486 -0.67088
H -0.64142 0.79296 -1.52585
H -0.03989 3.76116 -2.17273
H -1.64624 3.05857 -2.05542
H -0.64502 5.28467 -0.24081

relative energy (zero: lowest compared OMol25 entry of this formula, charge and spin): 3.3 kcal per mole
M: 388.94 g mol⁻¹
HOMO energy: -8.588 eV

***

2.
Computed, not measured: a structure of composition C39H61MnN2OP2SSi in a non-equilibrium geometry, with the ωB97M-V functional and the def2-TZVPD basis.

CARTESIAN COORDINATES (ANGSTROEM)
Mn 0.23553 0.20032 1.17688
C -3.72140 0.32109 1.04733
Si -2.02782 0.21000 0.19904
C -2.00282 1.67007 -1.09022
C -3.05904 1.93730 -1.93639
C -2.96980 2.97581 -2.91167
C -1.92729 3.83923 -2.89704
C -0.87482 3.67204 -1.94642
C -0.95698 2.60226 -1.02970
P 0.33832 2.36310 0.26567
C -0.18412 3.63366 1.48544
C -1.33623 3.01853 2.32947
C -1.40663 3.76676 3.66550
C -1.24682 5.27143 3.49195
C -1.56551 5.69826 2.08233
C -0.55407 5.09566 1.05145
C 2.05354 2.65622 -0.34869
C 2.23740 2.65415 -1.87126
C 3.63903 2.14013 -2.27462
C 4.66940 2.41744 -1.13769
C 4.35682 3.75157 -0.42173
C 2.94552 3.74305 0.26594
C -2.00511 -1.45547 -0.77383
C -2.93075 -1.75040 -1.83000
C -2.96766 -3.03191 -2.33971
C -2.17124 -4.08459 -1.88219
C -1.21231 -3.82152 -0.93368
C -1.12974 -2.53681 -0.38814
P 0.14377 -2.23331 1.02131
C 1.79773 -2.99383 0.66849
C 1.97881 -4.46549 0.36169
C 3.45655 -4.87467 0.48840
C 4.31819 -4.06059 -0.49725
C 4.09300 -2.54641 -0.33820
C 2.58158 -2.12574 -0.34052
C -0.37461 -2.86725 2.71943
C -1.82599 -2.32808 3.04351
C -2.92927 -3.20166 2.43304
C -2.82753 -4.61702 2.96153
C -1.46941 -5.18874 2.64431
C -0.28591 -4.35233 3.09752
H -4.47435 0.28791 0.26658
H -3.73162 1.26340 1.60117
H -3.93429 -0.44254 1.83751
H -3.84631 1.22048 -1.96576
H -3.77555 3.01633 -3.62758
H -1.92799 4.54159 -3.73451
H -0.04939 4.32577 -1.90534
H 0.58960 3.54405 2.21445
H -1.17524 1.98527 2.49225
H -2.30065 3.06662 1.74902
H -0.67614 3.39129 4.38912
H -2.43760 3.52583 4.05255
H -0.25131 5.57870 3.66490
H -1.83146 5.82014 4.25974
H -1.62915 6.79751 2.01577
H -2.59334 5.38152 1.79045
H 0.31072 5.75624 0.95723
H -1.08259 5.09818 0.10519
H 2.44935 1.69131 -0.02597
H 2.09345 3.66264 -2.22969
H 1.42870 2.04880 -2.29220
H 3.90996 2.69298 -3.14800
H 3.54884 1.09429 -2.54106
H 5.66412 2.45157 -1.59981
H 4.66538 1.58974 -0.36449
H 4.42972 4.43130 -1.24891
H 5.08392 3.98123 0.36798
H 2.53523 4.77291 0.20050
H 2.98811 3.51170 1.35102
H -3.62585 -1.00813 -2.14891
H -3.67968 -3.29396 -3.11708
H -2.24301 -5.07840 -2.43391
H -0.67396 -4.62483 -0.46277
H 2.24616 -2.80697 1.61474
H 1.76008 -4.56540 -0.74672
H 1.35344 -5.21368 0.93264
H 3.57276 -5.97488 0.36942
H 3.79856 -4.64498 1.50382
H 4.01313 -4.46142 -1.51842
H 5.37606 -4.32245 -0.27132
H 4.69400 -2.05796 -1.13915
H 4.54950 -2.19124 0.56735
H 2.14493 -2.19525 -1.35298
H 2.50670 -1.04833 -0.06451
H 0.28376 -2.25277 3.29622
H -1.88454 -1.24375 2.78857
H -1.91506 -2.31085 4.15071
H -2.93482 -3.11942 1.31214
H -3.93415 -2.76162 2.69093
H -3.59206 -5.28487 2.62589
H -2.93044 -4.63558 4.05489
H -1.39711 -5.34767 1.53654
H -1.38287 -6.19402 3.07371
H 0.69181 -4.76146 2.81989
H -0.23534 -4.39778 4.16757
C -0.99105 0.40467 -5.27522
N -0.45701 0.68882 -4.00635
C 0.09366 -0.23216 -3.13920
N 0.04762 -1.56134 -3.39133
O 0.66330 0.14090 -2.12850
H -1.96109 0.92394 -5.40314
H -1.07389 -0.64425 -5.39306
H -0.24715 0.68636 -6.04898
H -0.53793 1.60559 -3.63530
H -0.68193 -1.84215 -4.02962
H 0.14425 -2.12988 -2.55201
S 1.57672 0.56818 2.81003

⟨S²⟩: 6.162
2S+1: 5
relative energy (zero: lowest compared OMol25 entry of this formula, charge and spin): 37.8 kcal per mole
M: 750.97 g mol⁻¹
HOMO energy (alpha / beta): -6.363 / -6.953 eV

***

3.
Computed, not measured: a structure of composition C21H28AsBrIN3O3PdS2 in a non-equilibrium geometry, with the ωB97M-V functional and the def2-TZVPD basis.

CARTESIAN COORDINATES (ANGSTROEM)
Pd -1.19643 0.67424 -0.40579
N -2.86458 4.47630 -1.00154
C -2.49226 3.25686 -0.68058
S -2.61415 1.90274 -1.67690
N -2.05072 3.15123 0.64664
N -1.59182 2.01629 0.94957
C -1.31882 1.90748 2.32187
C -1.21066 0.78804 3.07281
C -0.99396 0.99669 4.49421
C -0.95338 -0.03650 5.34617
C -1.13760 -1.39523 4.87465
C -1.33774 -1.67377 3.57623
C -1.37649 -0.62174 2.58264
O -1.56820 -0.88513 1.39300
H -3.22394 4.69099 -1.91909
H -2.83055 5.20995 -0.30794
H -1.28969 2.87932 2.80050
H -0.86359 2.01305 4.84199
H -0.78861 0.13086 6.40156
H -1.11561 -2.19753 5.60123
H -1.48369 -2.68324 3.21642
O 0.61819 1.51205 -2.13673
S 1.20509 0.63501 -3.22432
C 2.63962 1.52559 -3.92551
C 2.28638 1.97636 -5.34537
C 1.19905 1.03035 -5.85550
C 0.20536 0.89966 -4.71192
H 3.48457 0.83876 -3.90116
H 2.83098 2.34265 -3.23090
H 3.16703 1.96160 -5.98479
H 1.90991 2.99964 -5.32975
H 1.62683 0.05583 -6.10466
H 0.71035 1.40563 -6.75359
H -0.51375 0.08874 -4.80784
H -0.32475 1.83605 -4.52303
C -0.69200 -3.05867 -3.47734
As -1.05167 -2.41572 -1.71516
C -2.66831 -3.19718 -1.05775
C 0.39418 -2.91284 -0.56467
O -1.22647 -0.74527 -1.84867
H -0.66818 -4.14756 -3.47181
H 0.27070 -2.66929 -3.80379
H -1.47954 -2.71239 -4.14396
H -2.52071 -4.26433 -0.89621
H -3.45861 -3.04409 -1.79016
H -2.92727 -2.70676 -0.12143
H 0.61265 -3.97143 -0.70148
H 0.09333 -2.71954 0.46313
H 1.26793 -2.31681 -0.82351
Br 2.01386 2.90037 3.22784
C 2.16964 1.03650 3.48518
C 2.51723 0.58293 4.74881
C 2.62794 -0.77769 4.99204
C 2.39503 -1.69050 3.97351
C 2.05789 -1.23977 2.70825
C 1.94384 0.12322 2.45469
I 1.56260 0.75807 0.49473
H 2.70607 1.29916 5.53675
H 2.91329 -1.12010 5.97767
H 2.49448 -2.75182 4.15693
H 1.90975 -1.94730 1.90382

total charge: +2
relative energy (zero: lowest compared OMol25 entry of this formula, charge and spin): 16.6 kcal per mole
M: 822.76 g mol⁻¹
HOMO energy: -13.836 eV

***

4.
Computed, not measured: a structure of composition C39H26Br2F7N4O3S2TeTi, with the ωB97M-V functional and the def2-TZVPD basis.

CARTESIAN COORDINATES (ANGSTROEM)
Ti -0.25663 -0.71902 -0.57942
Br -0.77781 3.53478 -3.15426
C -0.96622 3.34370 -1.29423
C -1.35313 4.45377 -0.51268
C -1.47794 4.34736 0.84113
Br -1.93035 5.87849 1.85095
C -1.24153 3.11092 1.49800
C -1.32131 2.87350 2.88680
C -1.04981 1.62402 3.37092
C -0.72299 0.58592 2.47901
N -0.65657 0.77017 1.18108
C -0.88534 2.01705 0.69365
C -0.72408 2.12687 -0.71142
O -0.32852 1.03809 -1.34676
H -1.53618 5.39961 -1.00382
H -1.59410 3.68167 3.55234
H -1.10151 1.41097 4.42942
H -0.52415 -0.41662 2.83668
F 0.16254 -4.42462 3.41197
C -0.66207 -3.67434 2.66884
C -0.12395 -2.80422 1.73744
C -0.96614 -2.02631 0.94945
C -2.35714 -2.10897 1.14452
C -2.84042 -2.99968 2.10014
F -4.16222 -3.12246 2.32210
C -2.02012 -3.79822 2.86954
C -3.20003 -1.24022 0.30789
C -4.59390 -1.20551 0.31192
C -5.25805 -0.33986 -0.53541
C -4.52822 0.47923 -1.38017
C -3.15246 0.39498 -1.33737
N -2.49932 -0.43563 -0.51691
H 0.95180 -2.76778 1.65051
H -2.43249 -4.47913 3.59982
H -5.14912 -1.85328 0.96694
H -6.33966 -0.31136 -0.53647
H -5.00402 1.16688 -2.06419
H -2.54283 0.99387 -1.99756
F 3.40615 -0.20414 -1.39968
Te 3.11336 -1.24701 0.10253
F 3.23314 -2.11405 1.75625
F 2.64750 -2.83199 -0.69942
F 0.99932 -1.10838 -1.86804
F 4.87254 -1.75052 -0.12188
O 1.44300 -0.64085 0.53428
N -1.06905 -0.43696 -3.74915
C -1.48154 -1.64143 -3.31035
N -1.25254 -2.14035 -2.12042
C -1.77832 -3.44730 -2.03424
C -1.59478 -4.36890 -1.00749
C -2.19855 -5.61147 -1.09493
C -2.97784 -5.96713 -2.19296
C -3.13140 -5.08391 -3.24524
C -2.51881 -3.84400 -3.15208
S -2.47028 -2.60423 -4.37010
H -0.31494 0.03740 -3.27296
H -1.19151 -0.21989 -4.72262
H -0.96855 -4.13900 -0.16215
H -2.04746 -6.32304 -0.29391
H -3.44182 -6.94278 -2.23582
H -3.69943 -5.35565 -4.12482
O 3.91500 0.32477 1.06305
S 3.17175 0.89047 2.34077
C 4.52469 1.30247 3.38308
C 4.66043 0.54407 4.53795
C 5.74260 0.79016 5.37046
C 6.66083 1.77263 5.03267
C 6.51288 2.52068 3.86688
C 5.43779 2.29165 3.03064
C 2.61776 2.47749 1.76666
C 2.22379 3.40310 2.72684
C 1.78332 4.64606 2.30821
C 1.73043 4.94325 0.95031
C 2.10722 3.99842 0.00882
C 2.55671 2.74591 0.40988
H 3.94011 -0.22837 4.77656
H 5.86895 0.21249 6.27533
H 7.50541 1.95997 5.68220
H 7.23914 3.28085 3.61457
H 5.30620 2.86436 2.12162
H 2.28318 3.16866 3.78323
H 1.48328 5.38456 3.03958
H 1.38835 5.91854 0.62960
H 2.06076 4.23043 -1.04708
H 2.86150 2.00965 -0.32101

total charge: +1
relative energy (zero: lowest compared OMol25 entry of this formula, charge and spin): 49.3 kcal per mole
M: 1131.06 g mol⁻¹
HOMO energy: -10.581 eV

***

5.
Computed, not measured: a cluster of 13 separate species, C17H56FN27O16 in total in a non-equilibrium geometry, with the ωB97M-V functional and the def2-TZVPD basis.

CARTESIAN COORDINATES (ANGSTROEM)
C -7.57913 -1.09708 -2.80769
N -8.29751 -2.36750 -2.52764
C -8.22539 -2.77470 -1.09963
N -6.99220 -2.25879 -0.40517
C -7.10853 -2.28867 1.02847
O -8.07471 -1.70597 1.56697
O -6.20215 -2.97478 1.89836
C -4.86903 -2.89112 1.44504
O -4.25226 -3.97066 1.32008
N -4.18709 -1.65580 1.05879
C -3.44703 -1.05348 2.17186
O -2.72560 -1.78633 2.89669
F -3.49404 0.31184 2.44959
H -6.43804 -1.17762 -2.72695
H -7.78416 -0.83849 -3.90861
H -7.97308 -0.21453 -2.20343
H -8.02041 -3.12072 -3.16418
H -8.14061 -3.92126 -1.07348
H -9.19399 -2.50676 -0.58578
H -6.22148 -2.85284 -0.75381
H -3.48038 -1.95491 0.35627
C 0.25005 0.56598 0.88321
O -0.15175 -0.02907 -0.10886
N -0.16443 0.25976 2.13736
N 1.14420 1.58396 0.81726
H 0.15563 0.73951 2.96208
H -0.83555 -0.48333 2.23057
H 1.47982 1.84509 -0.10014
H 1.48339 2.08189 1.62046
C -10.79968 -4.82569 -2.31838
O -10.51313 -3.82792 -1.67900
N -10.69447 -4.87996 -3.67098
N -11.24781 -5.96800 -1.73464
H -10.92419 -5.68927 -4.21792
H -10.36562 -4.05075 -4.13850
H -11.33884 -5.96547 -0.73239
H -11.48841 -6.79875 -2.24356
C 3.12068 0.96892 -2.58526
O 2.81560 1.54566 -1.55166
N 3.21802 1.60612 -3.77799
N 3.38898 -0.35857 -2.62899
H 3.46741 1.15020 -4.63632
H 3.02562 2.59423 -3.78756
H 3.32723 -0.86939 -1.76207
H 3.64114 -0.85007 -3.46655
C -0.31117 -5.54021 2.34447
O 0.35777 -6.03647 1.44763
N -1.60542 -5.17735 2.17456
N 0.18658 -5.31086 3.58676
H -2.17404 -4.76896 2.89383
H -2.00729 -5.33167 1.26531
H 1.14550 -5.56740 3.75126
H -0.34457 -4.90509 4.33505
C -4.58918 -5.42367 -2.01458
O -4.83937 -4.22530 -2.02692
N -5.22110 -6.29298 -1.18532
N -3.65941 -5.98435 -2.82355
H -5.03061 -7.27786 -1.15820
H -5.91831 -5.91332 -0.56628
H -3.16682 -5.37048 -3.45425
H -3.43782 -6.96337 -2.82777
C 1.63375 1.11146 5.67393
O 0.76574 1.37043 4.85102
N 1.37825 1.03325 7.00344
N 2.92354 0.88042 5.32706
H 2.07430 0.82229 7.69468
H 0.43050 1.19874 7.29919
H 3.15201 0.92878 4.34727
H 3.64950 0.66633 5.98586
C -1.41572 4.74148 0.52200
O -0.91120 4.51244 -0.56641
N -2.13191 5.86887 0.77451
N -1.30349 3.89285 1.57422
H -2.55432 6.07598 1.66097
H -2.23659 6.52491 0.01830
H -0.77778 3.04390 1.42500
H -1.70888 4.06282 2.47657
C -0.11706 -6.46298 -3.30663
O -0.92795 -6.23036 -4.19506
N -0.45849 -6.49494 -1.99413
N 1.19328 -6.70738 -3.55960
H 0.19060 -6.68216 -1.25002
H -1.42298 -6.31597 -1.76663
H 1.48532 -6.69183 -4.52243
H 1.87340 -6.89926 -2.84698
C 6.26297 0.63097 0.30583
O 5.93448 -0.46219 0.74717
N 7.38792 1.27595 0.71249
N 5.53433 1.29203 -0.62539
H 7.67575 2.17219 0.36345
H 7.95597 0.81597 1.40383
H 4.69184 0.84491 -0.95232
H 5.78658 2.18869 -0.99948
C 2.64835 6.91918 0.66213
O 3.36176 7.21770 -0.28696
N 2.94101 7.27898 1.93962
N 1.50909 6.20429 0.52095
H 2.37031 7.04380 2.73068
H 3.78150 7.81189 2.08560
H 1.25716 5.91694 -0.41203
H 0.91225 5.94716 1.28584
C 7.43352 6.66098 -0.96753
O 8.13657 6.16347 -1.83820
N 6.14867 7.02566 -1.18339
N 7.88619 6.88835 0.29345
H 5.55491 7.43340 -0.48213
H 5.77686 6.87193 -2.10549
H 8.83872 6.62918 0.49350
H 7.32848 7.29387 1.02194
C 12.28898 5.86057 -0.24121
O 11.93849 4.77608 0.19833
N 13.41994 6.48809 0.17660
N 11.58081 6.53256 -1.18306
H 13.72600 7.37821 -0.17079
H 13.97244 6.02034 0.87551
H 10.73273 6.09875 -1.51943
H 11.85199 7.42386 -1.55551

relative energy (zero: lowest compared OMol25 entry of this formula, charge and spin): 0.0 kcal per mole
M: 913.81 g mol⁻¹
HOMO energy: -8.218 eV

***

Which of these has the lowest relative energy (zero: lowest compared OMol25 entry of this formula, charge and spin)?
C17H56FN27O16

***

Among the records above, which one has the lowest M?
C21H29ClN4O

***

What is the formula in the fifth record?
C17H56FN27O16

***

Which value of relative energy (zero: lowest compared OMol25 entry of this formula, charge and spin) does entry 3 give?
16.6 kcal per mole